{
  "formula": "C21H16Br2CuF5NOS4",
  "method": "the ωB97M-V functional and the def2-TZVPD basis",
  "species": ["Cu", "C", "C", "S", "C", "C", "S", "C", "C", "S", "H", "H", "H", "H", "H", "H", "H", "H", "H", "H", "H", "H", "Br", "C", "C", "C", "Br", "C", "C", "C", "C", "N", "C", "C", "O", "H", "H", "H", "H", "F", "C", "C", "F", "C", "F", "C", "S", "C", "F", "C", "F"],
  "xyz": [[0.197, 0.823, -0.478], [-3.259, 3.641, 0.701], [-3.015, 3.654, -0.803], [-2.154, 2.254, -1.570], [-3.310, 0.903, -1.278], [-3.323, 0.284, 0.116], [-1.700, -0.213, 0.756], [-1.717, 0.486, 2.434], [-2.294, 1.879, 2.689], [-1.760, 3.259, 1.646], [-3.608, 4.637, 0.981], [-4.061, 2.954, 0.967], [-3.967, 3.781, -1.326], [-2.403, 4.517, -1.069], [-4.316, 1.258, -1.511], [-3.046, 0.152, -2.021], [-3.753, 0.968, 0.838], [-3.961, -0.601, 0.093], [-2.263, -0.214, 3.069], [-0.673, 0.450, 2.741], [-3.384, 1.856, 2.688], [-2.008, 2.135, 3.710], [1.236, 2.647, 4.018], [2.141, 1.315, 3.033], [3.203, 0.619, 3.633], [3.890, -0.345, 2.951], [5.325, -1.241, 3.807], [3.539, -0.670, 1.620], [4.185, -1.625, 0.805], [3.761, -1.816, -0.482], [2.666, -1.082, -0.964], [2.021, -0.218, -0.218], [2.454, 0.024, 1.045], [1.740, 1.067, 1.730], [0.788, 1.700, 1.116], [3.476, 0.860, 4.651], [5.020, -2.184, 1.205], [4.251, -2.523, -1.136], [2.323, -1.204, -1.981], [1.439, -5.439, -3.713], [1.054, -4.189, -3.455], [1.391, -3.162, -4.315], [2.113, -3.422, -5.406], [0.990, -1.867, -4.034], [1.365, -0.911, -4.885], [0.241, -1.539, -2.904], [-0.238, 0.135, -2.657], [-0.087, -2.605, -2.069], [-0.803, -2.395, -0.961], [0.311, -3.905, -2.324], [-0.019, -4.887, -1.484]],
  "total_energy_ev": -267227.423,
  "spin_multiplicity": 2,
  "orbital_gap_ha": [0.278, 0.239],
  "homo_ev": [-7.92, -7.91],
  "s2": 0.754,
  "relative_energy_ev": 0.0266
}